(1)
An isolated ion of composition C20H35ClN2O3PS and charge +1 at a distorted geometry, computed with ωB97M-V/def2-TZVPD.

HOMO energy: -11.50 eV
SMILES: CCCCCCCCc1c(CC)c(C(=O)OP(C)O)c(S)c([C@@H](Cl)CC)[n+]1N
Total charge: +1
Frontier orbital gap: 7.1359 eV
Energy: -63070.705 eV

```
63
Properties=species:S:1:pos:R:3:nbo_charge:R:1
C 4.3002 -1.3386 2.9438 -0.62
C 4.6292 -1.4918 1.4350 -0.39
C 3.8518 -0.4892 0.5802 -0.38
C 4.2973 0.9657 0.8081 -0.41
C 4.0447 1.8755 -0.4152 -0.40
C 2.9613 2.9218 -0.1678 -0.39
C 1.5645 2.3712 0.1632 -0.40
C 0.6524 2.3149 -1.1006 -0.45
C -0.4924 1.3458 -0.9995 0.29
C -0.6097 0.1895 -1.7830 0.03
C 0.4385 -0.0446 -2.8432 -0.44
C 1.6869 -0.7721 -2.3145 -0.60
C -1.6987 -0.7024 -1.5685 -0.05
C -1.7224 -1.9816 -2.3984 0.78
O -0.6948 -2.4666 -2.7287 -0.51
O -2.8832 -2.5398 -2.7637 -0.77
P -2.9622 -4.2083 -2.2307 1.38
C -4.7243 -4.4348 -1.8254 -1.02
O -2.2911 -4.1598 -0.7311 -0.98
C -2.6704 -0.3569 -0.6115 -0.09
S -4.0519 -1.4240 -0.2699 0.02
C -2.5547 0.8365 0.1109 0.24
C -3.5771 1.3015 1.1196 -0.25
Cl -5.1397 1.6327 0.3128 -0.02
C -3.7146 0.3714 2.3471 -0.41
C -3.5704 1.1697 3.6446 -0.60
N -1.4692 1.6293 -0.0904 -0.13
N -1.4039 2.8050 0.6660 -0.64
H 5.2127 -1.2333 3.5173 0.22
H 3.7487 -2.2128 3.2732 0.21
H 3.6513 -0.4785 3.0837 0.19
H 4.2911 -2.4721 1.1066 0.20
H 5.6909 -1.3952 1.2295 0.20
H 4.0782 -0.7295 -0.4560 0.20
H 2.7838 -0.5848 0.7804 0.18
H 3.8431 1.4059 1.6939 0.20
H 5.3726 0.9324 0.9692 0.21
H 4.9639 2.4312 -0.5884 0.22
H 3.8404 1.3178 -1.3262 0.19
H 3.2720 3.4753 0.7180 0.21
H 2.8870 3.6601 -0.9648 0.21
H 1.6104 1.3966 0.6440 0.22
H 1.1286 3.1000 0.8380 0.19
H 1.2859 2.0724 -1.9394 0.25
H 0.2340 3.3058 -1.2635 0.22
H 0.7020 0.8924 -3.3205 0.22
H 0.0256 -0.6447 -3.6357 0.25
H 2.4625 -0.0473 -2.1017 0.21
H 1.4547 -1.3760 -1.4448 0.22
H 2.0462 -1.4510 -3.0796 0.24
H -4.7823 -5.4552 -1.4448 0.26
H -5.1274 -3.7861 -1.0534 0.23
H -5.3144 -4.4088 -2.7363 0.26
H -2.9677 -4.2670 -0.0503 0.50
H -4.8879 -0.9681 -1.2113 0.17
H -3.2870 2.2638 1.5005 0.27
H -3.0193 -0.4618 2.3001 0.21
H -4.7227 -0.0268 2.3321 0.24
H -2.5987 1.6529 3.6913 0.20
H -4.3597 1.9162 3.6652 0.22
H -3.7181 0.5063 4.4897 0.23
H -0.7271 2.7315 1.4091 0.39
H -1.2694 3.6183 0.0858 0.39
```

---

(2)
C20H35N3O4PtS2Si as an isolated structure, computed with ωB97M-V/def2-TZVPD.

HOMO energy (alpha / beta): -7.55 / -7.55 eV
Relative energy (zero: lowest compared OMol25 entry of this formula, charge and spin): 23.8 kcal/mol
Frontier orbital gap (alpha / beta): 6.5644 / 6.5638 eV
Energy: -66768.898 eV

```
66
Properties=species:S:1:pos:R:3:nbo_charge:R:1
Pt -0.5482 -0.6044 -1.8640 0.85
C -4.9363 -0.8643 -5.2664 -0.74
S -4.0047 0.5856 -4.7546 0.33
C -2.7866 -0.1171 -3.7272 -0.09
S -1.6298 0.9884 -3.0983 -0.08
N -2.8225 -1.4073 -3.5280 -0.41
N -1.7811 -1.8096 -2.7124 -0.18
C -1.7007 -3.0599 -2.3925 0.04
C -0.5631 -3.4485 -1.5472 0.16
C -0.3392 -4.7421 -1.1146 -0.22
C 0.7988 -4.9950 -0.3587 -0.15
C 1.6589 -3.9541 -0.0570 -0.24
C 1.3581 -2.6746 -0.5045 0.09
N 0.2816 -2.4373 -1.2413 -0.45
H -5.7026 -0.4936 -5.9452 0.23
H -5.4043 -1.3466 -4.4126 0.23
H -4.2971 -1.5728 -5.7856 0.23
H -2.4365 -3.7621 -2.7611 0.22
H -1.0382 -5.5277 -1.3618 0.23
H 1.0048 -5.9977 -0.0097 0.23
H 2.5522 -4.1157 0.5284 0.23
H 1.9612 -1.8127 -0.2514 0.24
C -0.9376 4.0073 1.9191 -0.61
C -1.2978 2.5501 1.6693 0.28
C -1.9919 1.9471 2.8846 -0.63
C -2.1822 2.4087 0.4361 -0.65
O -0.0446 1.8568 1.4988 -0.97
Si 0.1970 0.3719 0.8474 2.48
O -1.0223 -0.5749 0.6471 -1.36
O 0.8314 0.5631 -0.7746 -0.93
C 1.8144 1.5046 -1.3184 0.29
C 1.1330 2.8274 -1.6201 -0.63
C 2.3702 0.8688 -2.5797 -0.63
C 2.9105 1.6940 -0.2812 -0.64
O 1.5506 -0.2103 1.5972 -0.96
C 1.7066 -0.5656 2.9759 0.27
C 0.4627 -1.2813 3.4900 -0.64
C 2.9138 -1.4917 3.0297 -0.61
C 1.9736 0.6978 3.7848 -0.63
H -1.8216 4.5695 2.2247 0.21
H -0.5335 4.4733 1.0187 0.21
H -0.1900 4.0754 2.7099 0.21
H -2.9581 2.4252 3.0573 0.21
H -1.3762 2.0762 3.7771 0.20
H -2.1587 0.8819 2.7181 0.23
H -3.0847 3.0116 0.5557 0.21
H -2.4607 1.3668 0.2776 0.25
H -1.6642 2.7624 -0.4545 0.21
H 0.3471 2.7097 -2.3659 0.22
H 1.8648 3.5363 -2.0119 0.21
H 0.7027 3.2443 -0.7118 0.23
H 1.5743 0.6636 -3.2972 0.23
H 2.8758 -0.0700 -2.3460 0.21
H 3.0926 1.5421 -3.0434 0.22
H 2.5210 2.1617 0.6230 0.23
H 3.6868 2.3384 -0.6979 0.21
H 3.3533 0.7383 -0.0045 0.22
H 0.2260 -2.1397 2.8610 0.22
H -0.4065 -0.6225 3.4782 0.22
H 0.6261 -1.6202 4.5152 0.21
H 2.7079 -2.4130 2.4834 0.20
H 3.1591 -1.7541 4.0602 0.21
H 3.7786 -1.0035 2.5788 0.21
H 1.1508 1.4027 3.6728 0.23
H 2.8871 1.1841 3.4384 0.21
H 2.0883 0.4551 4.8430 0.20
```

---

(3)
An isolated ion of composition C20H35N4Si and charge +1 at a distorted geometry, computed with ωB97M-V/def2-TZVPD.

HOMO energy: -10.89 eV
SMILES: C[Si](C)(CCCCCCCCc1[nH]cn[n+]1CCN)c1ccccc1
Total charge: +1
Frontier orbital gap: 8.0976 eV
Energy: -35138.420 eV

```
60
Properties=species:S:1:pos:R:3:nbo_charge:R:1
C -3.8360 2.9352 -1.6707 -1.12
Si -2.6157 1.4863 -1.5312 1.66
C -0.8494 2.2716 -1.6268 -1.11
C -2.6987 0.5552 0.1297 -0.90
C -1.4946 -0.5100 0.1507 -0.42
C -1.9188 -1.8834 0.7994 -0.40
C -2.3036 -1.7322 2.3335 -0.40
C -1.2150 -0.9538 3.1841 -0.41
C 0.1636 -1.7158 3.0414 -0.41
C 1.3647 -0.8081 2.5193 -0.40
C 2.1643 -1.6675 1.4593 -0.47
C 3.1943 -0.8682 0.6144 0.47
N 3.3154 -0.9824 -0.7725 -0.51
C 4.3791 -0.1345 -1.1314 0.19
N 4.8733 0.5031 -0.0598 -0.20
N 4.1418 0.0332 0.9710 -0.14
C 4.4532 0.5168 2.3360 -0.25
C 4.2475 2.0946 2.3625 -0.24
N 5.5886 2.7173 2.3891 -0.85
C -2.7052 0.2298 -2.9564 -0.48
C -3.1471 -1.1462 -2.7085 -0.21
C -3.2095 -2.1815 -3.7578 -0.22
C -2.7844 -1.7590 -5.0982 -0.21
C -2.3480 -0.3823 -5.3600 -0.22
C -2.2964 0.6500 -4.3159 -0.21
H -3.7233 3.5355 -0.7157 0.24
H -3.5750 3.6591 -2.4955 0.25
H -4.9122 2.6439 -1.7629 0.25
H -0.9237 3.0790 -2.4023 0.24
H -0.1562 1.4870 -2.0419 0.23
H -0.5512 2.6395 -0.6138 0.23
H -2.4777 1.3095 0.9386 0.23
H -3.6785 0.0464 0.3277 0.24
H -1.0954 -0.7277 -0.8761 0.21
H -0.6663 -0.0111 0.7208 0.19
H -1.0588 -2.5994 0.6509 0.18
H -2.8019 -2.3551 0.2888 0.22
H -2.5355 -2.7498 2.7468 0.22
H -3.2711 -1.1511 2.3640 0.22
H -1.5269 -0.9900 4.2599 0.23
H -1.1893 0.1071 2.8224 0.21
H 0.1279 -2.6356 2.4071 0.21
H 0.4524 -2.0594 4.0775 0.22
H 1.0400 0.1412 2.0239 0.21
H 1.9759 -0.5412 3.4233 0.22
H 1.4202 -2.0968 0.7279 0.25
H 2.6863 -2.5517 1.9151 0.26
H 2.7235 -1.5780 -1.3477 0.46
H 4.7160 -0.0340 -2.1832 0.26
H 5.5494 0.3290 2.4962 0.26
H 3.9109 -0.0233 3.1457 0.24
H 3.5890 2.4271 3.2189 0.21
H 3.7357 2.4718 1.4346 0.21
H 5.6659 3.5085 1.7546 0.38
H 5.8480 2.9637 3.3424 0.37
H -3.4439 -1.3995 -1.6655 0.21
H -3.5341 -3.2153 -3.5082 0.23
H -2.8064 -2.5393 -5.9008 0.23
H -2.0032 -0.0558 -6.3748 0.22
H -1.9741 1.6976 -4.5000 0.22
```

---

(4)
C20H35N5 as an isolated structure at a distorted geometry, computed with ωB97M-V/def2-TZVPD.

HOMO energy: -9.65 eV
Relative energy (zero: lowest compared OMol25 entry of this formula, charge and spin): 267.4 kcal/mol
Frontier orbital gap: 9.5835 eV
Energy: -28745.847 eV

```
60
Properties=species:S:1:pos:R:3:nbo_charge:R:1
C -28.4187 -7.2299 6.2751 -0.61
C -29.4063 -6.8989 7.4099 -0.41
C -30.7441 -7.6789 7.5029 -0.47
C -30.5113 -9.1269 7.3287 0.30
N -30.3130 -10.2868 7.1847 -0.37
H -28.9093 -7.5890 5.3703 0.21
H -27.8072 -8.0762 6.5881 0.22
H -27.7829 -6.3580 6.1217 0.21
H -29.6530 -5.8422 7.3065 0.19
H -28.8840 -7.0049 8.3608 0.20
H -31.3318 -7.3498 6.6459 0.23
H -31.2299 -7.5373 8.4683 0.26
C -32.9358 -6.2570 8.5451 -0.54
C -33.6723 -5.0372 8.8463 -0.41
C -32.8914 -3.7213 8.6865 -0.52
C -31.8047 -3.6297 9.6440 0.36
N -30.9254 -3.5410 10.4789 -0.41
H -33.3822 -7.0991 9.0739 0.20
H -31.9329 -6.1224 8.9502 0.20
H -32.7911 -6.5337 7.5008 0.21
H -34.1417 -5.0061 9.8295 0.21
H -34.5403 -5.0650 8.1877 0.20
H -33.4864 -2.8258 8.8661 0.26
H -32.4596 -3.6698 7.6870 0.25
C -35.4439 -2.9323 9.7592 -0.65
C -35.0997 -1.6126 9.0579 -0.38
C -35.4304 -0.4593 10.0032 -0.51
C -35.0250 -0.6365 11.3817 0.28
N -34.6231 -0.7144 12.4865 -0.31
H -35.2326 -3.7320 9.0494 0.22
H -36.5150 -2.9624 9.9592 0.22
H -34.9527 -3.1970 10.6955 0.23
H -35.4195 -1.5701 8.0167 0.23
H -34.0273 -1.5140 8.8899 0.19
H -36.5044 -0.3606 10.1607 0.25
H -34.9341 0.4614 9.6962 0.26
C -28.7292 -5.4842 12.9918 -0.62
C -30.2633 -5.3623 13.2445 -0.38
C -30.8918 -4.4098 12.2224 -0.50
C -30.4199 -3.0635 12.3153 0.30
N -30.0635 -1.9372 12.4252 -0.35
H -28.4852 -5.0170 12.0377 0.20
H -28.5393 -6.5485 12.8530 0.21
H -28.1650 -5.0154 13.7980 0.22
H -30.4983 -5.2209 14.2995 0.21
H -30.7654 -6.3207 13.1122 0.19
H -31.9313 -4.4004 12.5502 0.24
H -30.6868 -4.8503 11.2466 0.28
C -34.0715 -10.8318 10.1412 -0.63
C -35.1161 -9.9190 9.4630 -0.38
C -34.5140 -8.5551 9.1114 -0.51
C -33.3235 -8.5836 8.2672 0.36
N -32.4012 -8.5252 7.5887 -0.39
H -33.1398 -10.9411 9.5863 0.22
H -34.5183 -11.8253 10.1038 0.22
H -33.6988 -10.5999 11.1389 0.21
H -35.9120 -9.7149 10.1793 0.21
H -35.5001 -10.4488 8.5914 0.22
H -34.1910 -8.0147 10.0012 0.23
H -35.3264 -7.8976 8.8019 0.26
```